(1)
C16H25FO6Ti as an isolated structure at a distorted geometry. Source: the OMol25 dataset; level of theory: ωB97M-V/def2-TZVPD.

Calculated values
- 2S+1 = 1
- E_HOMO (alpha / beta) (eV) = -15.8 / -15.8
- lowest unoccupied orbital energy (alpha / beta) (eV) = -8.38 / -8.38
- total charge = +2
- frontier orbital gap (alpha / beta) (eV) = 7.41 / 7.41
- relative energy (zero: lowest compared OMol25 entry of this formula, charge and spin) (eV) = 1.072

```
49
Properties=species:S:1:pos:R:3:nbo_charge:R:1
Ti -0.1049 0.0488 0.0261 1.95
C -0.0231 2.4551 2.4205 -0.24
O -0.5440 1.9031 1.1785 -0.60
C -1.7397 2.6063 0.7653 -0.11
C -2.6422 1.6885 0.0194 -0.09
O -1.8018 0.8651 -0.8689 -0.56
C -1.5534 1.3288 -2.1890 -0.11
C -0.2242 1.9980 -2.2639 -0.11
O 0.7446 1.4245 -1.4586 -0.56
C 1.9272 2.1751 -1.5589 -0.28
H 0.4052 3.4275 2.2739 0.22
H 0.7357 1.6950 2.7031 0.20
H -0.8336 2.4338 3.1577 0.23
H -1.4664 3.5386 0.2338 0.21
H -2.2366 2.9537 1.6905 0.24
H -3.4050 2.1793 -0.5857 0.24
H -3.0537 0.9111 0.7064 0.26
H -2.3530 2.0458 -2.4622 0.24
H -1.5304 0.5212 -2.9398 0.24
H -0.2074 3.0352 -1.9146 0.19
H 0.0733 2.0786 -3.3606 0.24
H 2.3952 1.9156 -2.4913 0.22
H 2.6863 1.8478 -0.7285 0.22
H 1.7894 3.2883 -1.5560 0.23
C 1.5121 -1.1071 3.7509 -0.65
C 0.6757 -1.3333 2.4434 0.17
C 0.7940 -2.7791 2.0096 -0.63
O 1.2847 -0.6461 1.2578 -0.77
C -0.7320 -0.7966 2.5144 0.74
O -1.1815 -0.4893 3.6041 -0.50
O -1.2792 -0.6846 1.3406 -0.73
H 2.4713 -0.6454 3.6075 0.22
H 1.7634 -2.0808 4.2406 0.26
H 0.9757 -0.4918 4.4284 0.26
H 1.7616 -2.9788 1.5142 0.24
H 0.0848 -2.9772 1.2378 0.22
H 0.4998 -3.4973 2.7802 0.27
H 2.2290 -0.4636 1.4265 0.56
F 0.1431 -3.8971 -4.5438 -0.27
C 0.2268 -3.2755 -3.3463 0.50
C 1.3311 -2.5013 -2.9970 -0.27
C 1.2651 -1.5583 -2.0259 -0.14
C 0.1026 -1.3471 -1.2455 -0.53
C -0.9129 -2.2400 -1.4632 -0.13
C -0.8820 -3.1840 -2.5007 -0.27
H 2.3231 -2.6546 -3.4528 0.27
H 2.0233 -0.7936 -1.8930 0.21
H -1.7397 -2.1288 -0.8216 0.23
H -1.7772 -3.8131 -2.6633 0.27
```

---

(2)
A 11-piece molecular cluster, C66H55N11O22 overall at a distorted geometry. Source: the OMol25 dataset; level of theory: ωB97M-V/def2-TZVPD.

Calculated values
- 2S+1 = 1
- E_HOMO (eV) = -9.7
- lowest unoccupied orbital energy (eV) = -0.82
- frontier orbital gap (eV) = 8.88
- relative energy (zero: lowest compared OMol25 entry of this formula, charge and spin) (eV) = 9.334

```
154
Properties=species:S:1:pos:R:3:lowdin_charge:R:1
O 0.7644 0.5348 2.1715 0.06
N 1.4785 0.8518 1.2073 -0.31
O 2.7067 0.9919 1.1851 0.06
C 0.7404 1.0183 -0.1411 -0.10
C -0.6611 1.0904 -0.1287 -0.05
C -1.4278 1.2125 -1.2528 -0.06
C -0.7675 1.0796 -2.5162 -0.07
C 0.6199 1.0929 -2.6213 -0.06
C 1.3812 1.0987 -1.4033 0.00
H -1.2131 1.1341 0.7985 0.11
H -2.4979 1.3296 -1.1658 0.11
H -1.3686 1.1134 -3.4128 0.10
H 1.0946 1.0568 -3.5907 0.10
H 2.4388 0.9017 -1.4988 0.11
O -5.7293 -10.4214 -6.2126 0.04
N -5.9112 -9.2462 -5.7872 -0.34
O -6.8466 -9.0869 -5.0577 0.10
C -4.8937 -8.2739 -5.8498 -0.16
C -3.8384 -8.5287 -6.6316 -0.02
C -3.1033 -7.4289 -7.0872 0.00
C -3.4363 -6.1042 -6.6021 -0.10
C -4.4208 -5.8506 -5.8091 -0.13
C -5.1281 -6.9250 -5.3675 0.04
H -3.6516 -9.5181 -7.0223 0.13
H -2.4341 -7.5170 -7.9303 0.10
H -2.9879 -5.2005 -6.9875 0.11
H -4.6527 -4.8101 -5.6360 0.12
H -6.0414 -6.7275 -4.8260 0.12
O 3.5591 -4.6083 -8.4571 0.07
N 4.4785 -4.5042 -9.2539 -0.37
O 5.4442 -5.2026 -9.3934 0.10
C 4.2481 -3.3909 -10.2012 -0.08
C 3.1387 -2.4725 -10.2544 0.02
C 3.0608 -1.5400 -11.3292 -0.08
C 4.1231 -1.3394 -12.1675 -0.08
C 5.1734 -2.2427 -12.1213 -0.12
C 5.2826 -3.2177 -11.2395 -0.01
H 2.4025 -2.4789 -9.4642 0.11
H 2.1551 -0.9684 -11.4683 0.10
H 4.1317 -0.5586 -12.9136 0.11
H 5.9541 -2.1090 -12.8554 0.11
H 6.1125 -3.9067 -11.2946 0.11
O -4.0157 7.4428 5.1722 0.05
N -2.9604 7.4759 5.8161 -0.36
O -2.2913 6.5368 6.0934 0.09
C -2.5932 8.7781 6.5188 -0.08
C -3.2388 10.0215 6.1801 -0.02
C -2.7652 11.2089 6.6568 -0.08
C -1.5815 11.1539 7.3961 -0.06
C -0.9927 9.9529 7.8369 -0.08
C -1.5777 8.7899 7.5128 -0.03
H -4.0268 10.0123 5.4417 0.11
H -3.2028 12.0320 6.1115 0.11
H -1.0781 12.1073 7.4580 0.10
H -0.1004 10.1394 8.4161 0.11
H -0.9439 7.9257 7.6465 0.12
O -5.4004 -3.0905 -12.8707 0.11
N -4.9670 -2.3653 -13.6933 -0.35
O -4.8015 -2.7621 -14.9052 0.03
C -4.6524 -0.9918 -13.3274 -0.14
C -5.0598 -0.4745 -12.0370 0.03
C -4.6455 0.8397 -11.6921 -0.07
C -3.7544 1.5435 -12.4896 -0.10
C -3.3551 1.0593 -13.7056 -0.06
C -3.8072 -0.2323 -14.1256 0.01
H -5.7265 -1.0179 -11.3838 0.11
H -4.9184 1.2803 -10.7446 0.10
H -3.2822 2.4254 -12.0826 0.11
H -2.7831 1.6353 -14.4180 0.11
H -3.3679 -0.5228 -15.0685 0.11
O -4.9924 -8.8088 0.1121 0.06
N -3.8951 -9.3465 -0.0965 -0.30
O -3.7508 -10.5445 -0.3792 0.07
C -2.6924 -8.4366 -0.1266 -0.13
C -1.4407 -8.8288 -0.3865 -0.04
C -0.3814 -7.9712 -0.3128 -0.04
C -0.6898 -6.6191 -0.0933 -0.08
C -1.9473 -6.1453 0.1195 -0.08
C -2.9179 -7.0847 0.1187 -0.02
H -1.4084 -9.8278 -0.7956 0.13
H 0.6297 -8.1801 -0.6299 0.11
H 0.0602 -5.8420 -0.0891 0.11
H -2.2221 -5.1061 0.2238 0.12
H -3.9045 -6.6485 0.1701 0.12
O 4.1499 8.4776 12.1201 0.08
N 3.7913 7.3130 12.0209 -0.36
O 3.1122 6.8077 12.8985 0.07
C 4.1009 6.4969 10.8868 -0.13
C 3.4084 5.2220 10.7074 0.04
C 3.7430 4.4165 9.6116 -0.06
C 4.5990 4.9370 8.6666 -0.11
C 5.1652 6.1412 8.7582 -0.08
C 4.9348 6.9221 9.8609 0.00
H 2.7824 4.8629 11.5109 0.11
H 3.4486 3.3780 9.5764 0.11
H 4.8541 4.2016 7.9179 0.11
H 5.9028 6.2925 7.9840 0.12
H 5.3560 7.9039 10.0194 0.12
O -3.7127 0.0501 10.6823 0.12
N -2.9215 0.3424 11.5144 -0.37
O -2.7542 1.4228 12.1029 0.07
C -1.7587 -0.5969 11.7686 -0.11
C -1.5966 -1.1135 13.1428 0.04
C -0.5177 -2.0309 13.4213 -0.08
C 0.2446 -2.4438 12.3690 -0.11
C 0.0519 -1.9960 11.0220 -0.05
C -1.0596 -1.1842 10.7179 -0.03
H -2.2617 -0.7328 13.9038 0.10
H -0.2587 -2.4357 14.3885 0.10
H 1.2012 -2.7849 12.7361 0.10
H 0.7360 -2.3695 10.2744 0.10
H -1.3539 -0.9837 9.6983 0.11
O -9.4643 -4.3235 0.5919 0.08
N -8.7285 -3.4395 0.9813 -0.35
O -8.0937 -2.6871 0.2563 0.07
C -8.4194 -3.4176 2.4457 -0.12
C -9.1115 -4.3073 3.3617 0.03
C -8.8310 -4.3018 4.7920 -0.04
C -7.8062 -3.4293 5.2398 -0.09
C -7.1580 -2.5386 4.3949 -0.07
C -7.4974 -2.5412 3.0233 -0.02
H -9.8711 -4.9690 2.9723 0.10
H -9.2734 -5.0384 5.4463 0.10
H -7.6996 -3.3165 6.3086 0.10
H -6.5643 -1.7661 4.8610 0.10
H -6.9566 -1.9250 2.3204 0.11
O 9.3051 -1.7232 -4.5031 0.07
N 9.3021 -2.3387 -3.4444 -0.38
O 8.3169 -2.7798 -2.9551 0.10
C 10.5761 -2.6822 -2.8526 -0.16
C 10.6843 -2.7878 -1.4689 0.02
C 11.9824 -2.9557 -0.9404 -0.07
C 13.0877 -2.9104 -1.7465 -0.07
C 12.9455 -2.8279 -3.1388 -0.06
C 11.6947 -2.6719 -3.6826 -0.01
H 9.7525 -2.7654 -0.9233 0.12
H 11.9578 -2.8847 0.1370 0.11
H 14.0465 -2.9831 -1.2547 0.11
H 13.7400 -2.6983 -3.8588 0.11
H 11.6234 -2.5802 -4.7563 0.12
O 4.4135 9.9326 3.7109 0.08
N 3.6112 10.4947 3.0199 -0.35
O 3.4397 11.6984 3.1657 0.06
C 2.9593 9.6757 1.8924 -0.11
C 3.5813 8.5511 1.3921 -0.01
C 2.9655 7.7748 0.3639 -0.05
C 1.6284 8.0821 0.1921 -0.11
C 0.8803 9.0737 0.8166 -0.06
C 1.5852 9.8758 1.6802 -0.02
H 4.6008 8.2141 1.5075 0.12
H 3.3337 6.9707 -0.2560 0.11
H 1.1325 7.2937 -0.3547 0.10
H -0.1916 8.9783 0.7244 0.11
H 1.0983 10.6156 2.2983 0.12
```

---

Q: Which of these has the highest relative energy (zero: lowest compared OMol25 entry of this formula, charge and spin)?
A: C66H55N11O22

---

Q: Which of these has the lowest relative energy (zero: lowest compared OMol25 entry of this formula, charge and spin)?
A: C16H25FO6Ti